[1]
27
Properties=species:S:1:pos:R:3:forces:R:3:nbo_charge:R:1 method="wB97M-V/def2-TZVPD" lumo_energy_ha=0.031 total_energy_ev=-12675.4666 multiplicity=1 fmax_ev_per_a=3.32 e_above_lowest_kj_mol=217.9 homo_ev=-8.263 gap_ev=9.1
C 0.7245 2.8805 1.0135 -1.347 0.548 1.534 -0.6341
C -0.1842 2.2034 0.0279 -0.429 -1.171 -0.432 -0.0703
C 0.3489 1.7535 -1.1714 0.429 0.496 -0.782 -0.1586
C -0.2184 0.8128 -2.0772 -0.513 3.008 1.305 -0.3039
C -1.4992 0.4840 -1.7053 -2.496 -0.597 -0.241 0.3177
O -2.2586 -0.3136 -2.5330 0.099 -0.223 -0.511 -0.6819
C -2.2005 1.0161 -0.6053 1.468 -0.180 0.721 -0.3007
C -1.5356 1.8487 0.2756 1.170 0.108 0.216 -0.1642
H 0.2410 3.7848 1.4109 0.314 0.160 -0.291 0.2128
H 1.7679 3.0824 0.7943 -0.143 -0.026 -0.769 0.2273
H 0.7534 2.2628 1.9144 0.120 -0.277 -0.015 0.2195
H 1.1653 2.4140 -1.4619 0.570 -0.900 -0.314 0.2024
H 0.0118 0.9497 -3.1238 0.468 -1.021 -0.072 0.2361
H -3.2060 -0.1930 -2.3559 0.587 -0.023 0.091 0.4780
H -3.1684 0.6408 -0.3030 -0.214 0.038 -0.423 0.2114
H -2.0259 2.1925 1.1787 -0.074 0.043 -0.008 0.2085
C 3.0214 -2.3633 1.5157 -0.825 -0.799 0.409 -0.6076
C 2.1412 -3.4204 2.1923 -0.540 -1.364 -0.860 -0.3974
C 0.6704 -3.2552 1.8300 -1.091 -1.417 0.635 -0.6292
H 2.8257 -1.4262 2.0298 0.668 0.239 0.104 0.2025
H 4.0321 -2.7603 1.5546 0.331 0.750 0.015 0.2107
H 2.7162 -2.1995 0.4823 0.082 -0.223 -0.086 0.2071
H 2.3769 -4.4350 1.8296 0.353 0.306 -0.186 0.1880
H 2.3439 -3.5400 3.2508 -0.130 0.601 0.368 0.1968
H 0.4916 -3.6330 0.8222 0.346 1.413 -0.729 0.2144
H -0.0573 -4.0001 2.2229 0.822 0.173 1.065 0.2088
H 0.2497 -2.3045 2.1438 -0.025 0.338 -0.744 0.2058

---

[2]
27
Properties=species:S:1:pos:R:3:forces:R:3:nbo_charge:R:1 method="wB97M-V/def2-TZVPD" lumo_energy_ha=0.032 total_energy_ev=-12675.8778 multiplicity=1 fmax_ev_per_a=3.05 e_above_lowest_kj_mol=178.2 homo_ev=-8.607 gap_ev=9.5
C -1.3009 0.5011 -2.5638 2.226 1.016 -0.287 -0.6340
C -1.3277 -0.2576 -1.2846 -2.085 -0.193 -0.134 -0.0562
C -2.2533 0.1484 -0.2968 0.486 -0.543 -1.146 -0.1751
C -2.4824 -0.6847 0.7550 0.501 0.272 1.562 -0.2818
C -1.7278 -1.8462 0.9447 1.018 -0.730 0.068 0.2813
O -1.8635 -2.5957 2.0964 -0.202 -0.025 -0.022 -0.6887
C -0.7628 -2.2495 0.0342 -0.627 1.571 -2.537 -0.2569
C -0.6981 -1.4813 -1.1733 -0.201 0.577 0.824 -0.1892
H -0.7346 1.4414 -2.4380 -0.291 0.009 0.298 0.2172
H -2.2274 0.8107 -3.0123 -0.580 -0.373 -0.075 0.2210
H -0.6288 0.0095 -3.2723 -0.534 -0.296 -0.290 0.2128
H -2.8526 1.0318 -0.4722 0.130 0.182 0.265 0.2126
H -3.0177 -0.3195 1.6298 -0.480 -0.288 -0.296 0.2190
H -2.7990 -2.7866 2.2225 0.032 0.093 0.158 0.4789
H -0.1129 -3.0951 -0.0041 -0.143 -0.755 0.926 0.2308
H -0.2325 -1.7665 -2.1121 0.616 -0.582 0.554 0.2106
C 0.9511 1.1995 0.8890 -0.220 2.163 -0.467 -0.6242
C 2.3343 1.1130 0.2524 0.291 -1.290 0.209 -0.3960
C 3.5476 1.2311 1.1771 -0.123 0.582 0.602 -0.6086
H 0.6205 2.2519 0.8688 0.102 -0.067 0.034 0.1945
H 0.8176 0.9436 1.9247 0.552 -0.622 0.484 0.2104
H 0.1965 0.7027 0.3185 -0.237 -0.570 -0.310 0.2200
H 2.4412 0.0379 -0.0662 -0.139 1.097 -0.549 0.1959
H 2.4996 1.8220 -0.6126 -0.629 -0.923 0.804 0.1984
H 3.6140 2.0643 1.8918 -0.624 0.170 -0.315 0.1970
H 3.6509 0.3433 1.8253 0.314 0.156 -0.653 0.2034
H 4.3486 1.4305 0.4778 0.847 -0.632 0.294 0.2069

---

[3]
27
Properties=species:S:1:pos:R:3:forces:R:3:nbo_charge:R:1 method="wB97M-V/def2-TZVPD" lumo_energy_ha="-0.136 / -0.270" total_energy_ev=-12669.0044 multiplicity=2 fmax_ev_per_a=1.04 e_above_lowest_kj_mol=16.9 total_charge=+1 homo_ev="-13.879 / -14.340" gap_ev="10.2 / 7.0"
C -2.4007 2.3002 -1.4171 -0.886 0.533 0.093 -0.6049
C -3.4896 1.3548 -1.9380 0.224 0.174 0.505 -0.6058
H -1.4543 1.7660 -1.3366 0.175 0.340 -0.003 0.1714
H -2.3166 3.2166 -2.0110 0.333 -0.403 -0.282 0.2189
H -2.7087 2.7074 -0.4453 0.287 -0.429 0.105 0.2067
H -4.4797 1.7952 -1.8502 -0.025 0.132 -0.145 0.2185
H -3.4995 0.4795 -1.2867 -0.083 -0.244 -0.230 0.1901
H -3.3246 1.0597 -2.9708 0.005 -0.107 -0.022 0.2079
C -0.2311 0.1674 1.5788 0.675 0.016 0.237 -0.4695
C 0.0215 -0.0072 3.0715 -0.152 0.089 -0.017 -0.6163
C 0.8689 -0.3382 0.6934 -0.805 -0.245 0.028 0.2085
C 2.1437 -0.7116 1.1842 0.029 -0.126 -0.031 -0.1756
C 0.5270 -0.6474 -0.6612 -0.030 -0.081 -0.118 -0.1792
C 3.0175 -1.3770 0.3810 0.310 -0.118 0.198 -0.2256
C 1.3278 -1.4255 -1.4216 0.433 0.098 -0.139 -0.1917
C 2.6305 -1.7576 -0.9285 -0.515 0.214 -0.248 0.4488
O 3.4114 -2.3841 -1.7643 0.146 -0.261 0.114 -0.5343
H -1.1483 -0.3438 1.2911 -0.122 0.040 -0.180 0.2494
H -0.3763 1.2307 1.3594 -0.146 0.048 -0.172 0.2698
H 0.3594 -1.0134 3.3082 0.068 -0.074 0.034 0.2140
H 2.4108 -0.5414 2.2193 -0.054 0.202 -0.097 0.2562
H -0.4170 -0.3307 -1.0895 -0.097 0.013 0.331 0.2526
H 3.9959 -1.6584 0.7520 0.022 -0.027 -0.035 0.2455
H 1.0329 -1.7767 -2.4033 0.118 0.100 0.018 0.2617
H 4.2650 -2.6326 -1.3738 0.030 0.072 -0.050 0.5172
H -0.9051 0.1480 3.6161 -0.067 0.076 0.039 0.2454
H 0.7391 0.7200 3.4428 0.129 -0.030 0.067 0.2205

---

[4]
27
Properties=species:S:1:pos:R:3:forces:R:3:nbo_charge:R:1 method="wB97M-V/def2-TZVPD" lumo_energy_ha="-0.140 / -0.271" total_energy_ev=-12668.5416 multiplicity=2 fmax_ev_per_a=2.82 e_above_lowest_kj_mol=61.5 total_charge=+1 homo_ev="-13.756 / -14.165" gap_ev="9.9 / 6.8"
C 0.8250 1.2847 -2.8821 -0.053 -0.302 0.525 -0.6716
C -1.5745 0.1021 0.2786 -2.371 -0.138 1.522 0.4294
C -1.5378 -0.7633 -0.8344 1.863 0.073 -0.665 -0.2329
C -0.8391 1.2885 0.4790 1.180 1.311 -1.283 -0.1619
C -0.6081 -0.4153 -1.7834 -1.007 0.565 0.331 -0.1557
C 0.0070 1.6949 -0.5339 -0.190 -2.116 0.681 -0.1972
C 0.0804 0.8262 -1.6550 0.753 1.044 -1.180 0.1958
O -2.4872 -0.0911 1.2359 0.851 0.289 -0.498 -0.5416
H -2.0860 -1.6950 -0.8740 -0.239 0.143 0.041 0.2573
H -3.0724 -0.8088 0.9910 -0.401 -0.549 0.127 0.5074
H -1.0254 1.9239 1.3346 -0.027 -0.363 0.223 0.2707
H -0.4909 -0.9029 -2.7430 -0.028 -0.442 0.253 0.2510
H 0.7619 2.4580 -0.4448 -0.438 0.601 -0.013 0.2581
H 1.1590 2.3182 -2.8377 -0.165 0.012 0.065 0.2470
H 0.1813 1.1193 -3.7482 0.132 0.115 -0.104 0.2541
H 1.7125 0.6637 -3.0141 0.085 -0.155 -0.102 0.2664
C 1.4929 -0.6793 1.9557 -1.222 -0.266 0.118 -0.3951
C 1.1657 -2.1379 2.1890 0.416 -1.028 -0.452 -0.6163
C 2.5047 -0.5086 0.8567 0.785 2.258 -0.405 -0.6197
H 0.5734 -0.0930 1.7383 0.387 -0.416 -0.155 0.1662
H 1.8011 -0.2387 2.9098 0.413 -0.021 -0.243 0.2223
H 2.0574 -2.5846 2.6443 -0.377 -0.159 0.258 0.2230
H 2.3070 -0.9161 -0.1397 -0.336 -0.531 0.405 0.2004
H 2.5648 0.5806 0.6667 0.069 -0.159 -0.064 0.1976
H 3.5396 -0.7222 1.1291 -0.177 -0.543 0.140 0.2352
H 0.2736 -2.3590 2.7653 0.060 0.244 0.487 0.2135
H 1.0355 -2.7312 1.2659 0.040 0.533 -0.012 0.1966

---

[5]
32
Properties=species:S:1:pos:R:3:forces:R:3:nbo_charge:R:1 method="wB97M-V/def2-TZVPD" lumo_energy_ha=0.021 total_energy_ev=-18396.0635 multiplicity=1 fmax_ev_per_a=4.83 e_above_lowest_kj_mol=198.1 homo_ev=-8.284 gap_ev=8.9
B -0.5877 1.0167 0.4988 -1.116 4.341 1.810 1.0917
C 2.1497 3.6848 2.9134 1.145 -0.919 2.012 -0.1068
C 0.9454 3.9522 2.4104 -0.626 0.667 -0.343 -0.1031
C 0.9450 1.9779 3.3395 -1.745 -1.346 -0.731 0.1776
C -0.5740 -1.1398 -0.0142 2.115 -1.388 -0.154 0.2265
C 0.0400 -0.2985 -1.1713 -0.288 -0.009 -1.277 0.2561
C -1.5009 -2.2866 -0.3240 1.140 -0.624 -2.968 -0.6376
C 0.5266 -1.6484 0.9728 0.304 2.326 1.840 -0.6622
C -0.9696 -0.1388 -2.3473 1.310 -4.033 0.639 -0.6368
C 1.3778 -0.8792 -1.6999 -0.217 -0.490 0.252 -0.6363
C -1.0992 2.5657 2.0307 0.660 -2.622 -2.324 -0.3755
N 2.1257 2.4553 3.5491 0.759 -0.577 -0.144 -0.4637
N 0.1334 2.8634 2.6532 1.612 -0.272 1.063 -0.3823
O -1.2195 -0.1172 0.6502 -2.886 -0.903 2.696 -0.7439
O 0.2006 1.0217 -0.5780 1.255 0.328 -0.346 -0.7363
H 3.0245 4.2865 3.1066 -0.188 0.295 -0.512 0.2109
H 0.6880 4.9322 2.0737 -0.836 0.018 -0.591 0.2176
H 0.5485 0.9121 3.4797 0.828 1.778 0.199 0.1900
H -2.4499 -2.0363 0.0897 -0.858 -0.433 0.077 0.2431
H -1.0475 -3.2234 -0.0243 -0.408 -0.095 0.969 0.2205
H -1.5018 -2.5226 -1.4495 -0.720 0.884 1.373 0.2180
H 0.9483 -2.6697 0.9664 -0.284 0.660 -0.594 0.2294
H 0.1378 -1.4448 2.0298 0.106 -0.757 -1.344 0.2307
H 1.2946 -0.8264 0.9331 0.035 -1.213 0.021 0.2181
H -0.7656 -1.0409 -2.9710 -0.243 0.665 0.017 0.2045
H -0.8457 0.6747 -2.9259 1.418 2.951 -1.874 0.2220
H -2.0184 -0.1383 -2.2526 -1.365 -0.272 1.437 0.2239
H 2.2912 -0.5901 -1.1267 -0.940 0.057 -0.320 0.2381
H 1.5231 -0.6016 -2.7760 -0.067 -0.540 0.971 0.2263
H 1.2530 -1.9941 -1.5127 0.424 1.134 -0.898 0.2155
H -1.8118 1.9816 2.6498 0.554 0.648 -0.291 0.2147
H -1.4311 3.5411 1.7124 -0.880 -0.258 -0.669 0.2094

---

[6]
38
Properties=species:S:1:pos:R:3:forces:R:3:nbo_charge:R:1 method="wB97M-V/def2-TZVPD" lumo_energy_ha=-0.021 total_energy_ev=-181195.2967 multiplicity=1 fmax_ev_per_a=1.04 homo_ev=-7.529 gap_ev=7.0
C -1.8232 1.1850 -2.5978 -0.170 0.112 0.095 -0.7303
C -0.5509 1.9115 -2.2541 -0.615 0.275 0.138 0.7986
O 0.3977 1.9727 -2.9726 0.830 -0.213 -0.482 -0.5861
O -0.5910 2.4929 -1.0392 -0.131 -0.860 0.511 -0.5319
C 0.6733 2.6960 -0.3653 0.109 0.805 -0.164 -0.0813
C 0.5037 2.4278 1.1290 -0.068 0.383 -0.070 -0.5131
C 1.2776 1.2518 1.6841 0.098 -0.333 -0.980 -0.2616
N 0.5503 -0.0613 1.4436 0.208 -0.181 -0.046 0.1679
F 1.2274 -0.9721 2.2636 0.070 0.105 0.014 -0.2043
C -0.8799 -0.0295 1.9617 -0.096 -0.235 0.731 -0.0629
N -1.2524 -1.3325 2.4480 -0.337 0.295 0.036 -0.8289
C 0.6624 -0.5820 0.0385 -0.133 -0.250 -0.274 -0.2478
C 0.8401 -2.0987 -0.0213 -0.136 -0.055 0.069 -0.4939
C 0.6709 -2.7026 -1.4173 0.187 -0.141 0.010 0.2511
F 1.5711 -3.7328 -1.5226 -0.074 0.032 -0.050 -0.3322
Br 1.0515 -1.4785 -2.8646 -0.072 0.116 0.024 0.0830
C -0.7086 -3.3824 -1.6521 0.146 0.263 0.116 0.6147
F -0.8721 -3.7136 -2.9218 -0.024 -0.151 -0.357 -0.3009
F -0.7492 -4.4982 -0.9280 -0.037 -0.229 0.280 -0.3074
Br -2.2072 -2.2716 -1.1145 -0.099 0.116 -0.023 -0.0022
H -2.5478 1.2364 -1.7853 0.024 0.026 -0.081 0.2221
H -2.2574 1.6099 -3.5044 0.075 -0.061 0.049 0.2522
H -1.5702 0.1402 -2.7949 -0.025 0.141 -0.062 0.2443
H 0.9524 3.7420 -0.5139 0.007 -0.137 -0.048 0.2117
H 1.4445 2.0933 -0.8503 -0.099 0.011 0.047 0.1937
H -0.5662 2.3907 1.3454 0.085 0.021 0.077 0.2170
H 0.9069 3.2776 1.6971 -0.004 -0.244 0.010 0.3292
H 2.2312 1.1587 1.1560 -0.097 -0.101 0.122 0.2327
H 1.5513 1.3330 2.7383 -0.485 0.158 0.216 0.3306
H -0.8765 0.7442 2.7337 0.063 0.002 -0.150 0.2203
H -1.5209 0.2608 1.1308 0.192 0.105 0.030 0.2229
H -2.2627 -1.4169 2.4034 0.098 -0.137 -0.197 0.3845
H -1.0130 -1.4191 3.4302 0.150 -0.106 -0.113 0.3839
H -0.2666 -0.3078 -0.4650 0.174 0.190 0.068 0.2441
H 1.4975 -0.0770 -0.4425 -0.076 -0.004 0.147 0.2510
H 0.1151 -2.5817 0.6402 0.179 0.025 0.028 0.2700
H 1.8458 -2.3770 0.2969 -0.120 0.051 0.015 0.2629
Cl 2.5455 3.1106 3.4869 0.203 0.207 0.265 -0.9035